# 1
{"formula": "C27H24CoI2N3O2S2", "method": "ωB97M-V with the def2-TZVPD basis set", "relative_energy_kcal_mol": 91.69, "charge": 0, "molar_mass_da": 799.38, "lumo_energy_ha": [-0.07338, -0.07358], "gap_ev": [4.0815, 4.0606], "largest_force_ha_per_bohr": 0.0341, "symbols": ["Co", "I", "C", "C", "C", "I", "C", "O", "C", "C", "N", "C", "C", "C", "C", "C", "C", "N", "C", "H", "H", "H", "H", "H", "H", "H", "H", "H", "H", "H", "N", "C", "C", "C", "C", "C", "C", "C", "C", "C", "C", "C", "C", "H", "H", "H", "H", "H", "H", "H", "H", "H", "H", "C", "O", "C", "S", "S", "H", "H", "H"], "positions_angstrom": [[-0.272, 0.704, -0.535], [5.383, 4.513, 1.796], [3.703, 3.858, 0.707], [2.513, 4.566, 0.783], [1.404, 4.109, 0.096], [-0.352, 5.249, 0.070], [1.422, 2.904, -0.657], [0.389, 2.390, -1.244], [2.697, 2.284, -0.790], [2.757, 1.133, -1.741], [2.013, -0.023, -1.219], [2.000, -1.108, -2.189], [1.601, -2.384, -1.508], [2.449, -3.468, -1.589], [2.284, -4.603, -0.815], [1.267, -4.569, 0.129], [0.422, -3.499, 0.182], [0.509, -2.435, -0.669], [3.806, 2.740, -0.103], [2.447, 5.474, 1.366], [3.800, 0.864, -1.954], [2.276, 1.426, -2.679], [2.528, -0.360, -0.410], [2.999, -1.271, -2.615], [1.357, -0.813, -3.017], [3.288, -3.400, -2.267], [2.937, -5.457, -0.919], [1.121, -5.385, 0.822], [-0.396, -3.468, 0.881], [4.760, 2.234, -0.210], [0.571, 0.157, 1.479], [-0.245, -0.691, 2.317], [-0.089, -0.655, 3.698], [-0.851, -1.464, 4.521], [-1.785, -2.323, 3.961], [-1.969, -2.338, 2.591], [-1.207, -1.528, 1.745], [-1.556, -1.428, 0.304], [-2.878, -1.095, 0.026], [-3.298, -0.759, -1.252], [-2.358, -0.689, -2.261], [-1.042, -1.089, -2.037], [-0.628, -1.569, -0.774], [1.491, -0.260, 1.397], [0.707, 1.051, 1.945], [0.631, 0.032, 4.128], [-0.721, -1.417, 5.594], [-2.383, -2.963, 4.597], [-2.720, -2.986, 2.153], [-3.571, -1.017, 0.852], [-4.331, -0.499, -1.431], [-2.644, -0.373, -3.255], [-0.417, -1.247, -2.903], [-4.361, 3.500, -1.728], [-3.233, 2.944, -1.060], [-3.416, 2.181, 0.014], [-4.915, 1.687, 0.550], [-1.991, 1.692, 0.825], [-3.989, 3.883, -2.675], [-4.782, 4.314, -1.136], [-5.132, 2.748, -1.889]], "atomic_forces_ev_per_a": [[1.054, -0.289, -0.323], [-0.206, -0.073, -0.137], [0.317, 0.137, 0.190], [-0.006, -0.015, -0.028], [-0.404, -0.145, -0.246], [0.164, -0.143, 0.061], [0.248, 0.055, 0.189], [-0.281, 0.124, -0.110], [-0.258, 0.009, 0.106], [0.031, 0.330, -0.058], [-0.483, -0.081, 0.037], [0.047, 0.089, -0.192], [-0.322, 0.346, 0.154], [0.265, -0.280, -0.064], [-0.258, 0.265, 0.067], [0.408, -0.316, 0.059], [-0.458, 0.285, -0.091], [0.736, -0.762, -0.050], [0.113, -0.035, -0.006], [0.007, -0.004, 0.005], [-0.038, -0.043, -0.003], [-0.028, -0.050, 0.028], [-0.057, 0.121, 0.130], [-0.038, -0.073, 0.006], [0.031, -0.034, 0.021], [-0.030, 0.060, -0.033], [0.035, 0.014, 0.024], [-0.086, 0.031, 0.009], [-0.090, -0.051, -0.094], [-0.011, -0.006, -0.017], [-0.101, -0.069, 0.310], [0.106, -0.107, 0.071], [-0.036, -0.022, 0.017], [0.033, 0.048, -0.001], [-0.049, -0.011, 0.041], [0.065, -0.078, -0.004], [-0.024, 0.195, -0.058], [-0.632, -0.748, 0.262], [0.581, -0.393, 0.394], [0.063, -0.096, -0.870], [-0.888, -0.191, 0.307], [0.607, 0.327, -0.067], [-0.737, 1.540, 0.407], [0.053, 0.075, -0.040], [-0.005, 0.046, -0.095], [0.020, -0.006, -0.010], [0.013, -0.019, -0.001], [-0.021, 0.005, -0.020], [-0.014, 0.037, -0.004], [0.029, 0.127, 0.027], [0.028, 0.068, 0.009], [0.050, 0.024, -0.016], [-0.058, 0.068, 0.044], [-0.122, -0.002, -0.083], [0.261, -0.013, -0.030], [-0.522, -0.293, 0.031], [-0.004, 0.358, -0.056], [0.828, -0.263, -0.289], [0.078, -0.007, 0.052], [-0.011, -0.055, 0.036], [0.008, -0.015, 0.000]]}

=====

# 2
{"formula": "C11H16Cl3NO2Re", "method": "ωB97M-V with the def2-TZVPD basis set", "relative_energy_kcal_mol": 142.61, "spin_multiplicity": 4, "charge": -2, "molar_mass_da": 486.82, "lumo_energy_ha": [0.18122, 0.17983], "gap_ev": [4.5365, 4.4974], "largest_force_ha_per_bohr": 0.1831, "symbols": ["C", "C", "C", "C", "C", "C", "C", "C", "C", "C", "Re", "Cl", "Cl", "Cl", "H", "H", "H", "H", "H", "H", "H", "H", "H", "H", "H", "H", "H", "H", "H", "O", "H", "O", "C", "N"], "positions_angstrom": [[-0.752, 0.939, -0.744], [-1.074, -0.516, -0.722], [0.328, -1.204, -0.727], [-2.299, -1.112, -1.337], [1.275, -0.065, -0.663], [0.614, 1.176, -0.532], [1.311, 2.507, -0.844], [-1.784, 1.974, -0.944], [0.604, -2.560, -1.274], [2.739, -0.234, -0.724], [-0.517, -1.298, 1.091], [-1.540, -3.065, 1.458], [-2.222, 0.179, 1.830], [1.520, -1.849, 1.898], [-3.168, -0.556, -0.926], [-2.410, -2.167, -1.023], [-2.235, -1.047, -2.448], [-0.195, -3.274, -0.981], [1.556, -2.886, -0.797], [0.652, -2.489, -2.383], [3.064, -1.195, -0.291], [3.232, 0.614, -0.217], [3.065, -0.224, -1.777], [2.213, 2.511, -0.197], [0.578, 3.316, -0.628], [1.648, 2.640, -1.917], [-2.755, 1.704, -0.490], [-1.984, 2.096, -2.020], [-1.404, 2.951, -0.595], [1.092, 3.176, 2.626], [0.153, 2.416, 2.699], [-0.465, -0.893, 5.697], [-0.449, -0.841, 4.520], [-0.393, -0.719, 3.382]], "atomic_forces_ev_per_a": [[-0.285, -0.502, 0.557], [2.673, -0.471, -1.317], [-1.669, 1.717, -1.429], [-0.323, 0.090, -0.158], [-0.409, -0.524, 0.558], [-0.150, -0.526, -2.649], [-0.240, -0.364, 0.680], [-0.334, 0.546, -0.233], [0.413, -0.239, -0.406], [0.637, 0.049, -0.034], [1.153, 7.227, 5.926], [-2.649, -4.623, 0.581], [-1.539, 0.264, -1.038], [2.252, -1.382, -0.399], [0.263, -0.386, -0.498], [-0.021, 0.489, -0.374], [-0.384, -0.036, 0.558], [0.552, 0.385, -0.331], [-0.511, -0.175, -0.684], [0.307, -0.457, 0.418], [-0.087, 0.483, -0.023], [-0.039, -0.522, -0.105], [0.074, 0.016, 0.072], [-0.706, 0.802, -0.210], [1.086, -0.301, 0.250], [-0.468, -0.613, 0.869], [0.573, 0.267, 0.090], [0.000, -0.002, -0.075], [-0.498, -0.436, 0.112], [-4.254, -3.270, 0.053], [4.399, 3.479, -0.305], [-0.231, -0.359, 2.858], [0.172, 0.048, 1.329], [0.243, -0.673, -4.642]]}

=====

# 3
{"formula": "C11H14N2", "method": "ωB97M-V with the def2-TZVPD basis set", "relative_energy_kcal_mol": 14.21, "spin_multiplicity": 2, "charge": 1, "molar_mass_da": 174.25, "lumo_energy_ha": [-0.14114, -0.28920], "gap_ev": [7.4525, 3.4213], "largest_force_ha_per_bohr": 0.0574, "symbols": ["C", "C", "C", "C", "C", "C", "C", "H", "H", "H", "H", "H", "H", "H", "H", "C", "C", "C", "C", "N", "N", "H", "H", "H", "H", "H", "H"], "positions_angstrom": [[1.726, -0.925, -0.977], [1.786, 2.802, -1.650], [2.041, 1.510, -1.136], [0.750, 3.079, -2.493], [1.333, 0.408, -1.595], [-0.010, 1.952, -2.892], [0.336, 0.671, -2.577], [2.544, 3.534, -1.377], [2.846, 1.412, -0.425], [0.399, 4.053, -2.778], [-0.824, 2.070, -3.601], [2.781, -0.961, -0.729], [1.484, -1.708, -1.697], [-0.294, -0.185, -2.776], [1.113, -1.013, -0.066], [-0.233, -2.672, 2.839], [-2.503, -1.691, 2.224], [-1.070, -1.587, 2.304], [-1.780, 0.275, 1.645], [-2.915, -0.512, 1.764], [-0.652, -0.344, 1.947], [-3.104, -2.572, 2.388], [-3.825, -0.176, 1.503], [0.673, -2.791, 2.231], [-0.871, -3.553, 2.813], [-1.910, 1.294, 1.304], [0.180, -2.370, 3.804]], "atomic_forces_ev_per_a": [[-1.300, 0.403, -0.753], [1.456, -0.125, 0.909], [-0.425, 0.742, -1.074], [-1.177, -1.697, -0.037], [0.801, 1.075, 0.107], [-0.052, 1.017, -1.138], [0.451, -1.512, 2.493], [-0.507, 0.327, 0.105], [0.130, -0.161, 0.075], [0.409, 0.328, -0.186], [-0.079, 0.208, 0.177], [0.010, 0.028, 0.036], [0.048, -0.297, 0.331], [-0.139, 0.054, -0.826], [0.327, -0.420, -0.158], [0.071, 0.507, -0.923], [-0.365, 0.066, -0.695], [0.996, 0.433, 0.625], [0.338, 0.419, -0.397], [0.643, -0.117, 0.308], [-1.289, -0.512, 0.082], [-0.233, 0.181, 0.060], [-0.427, -0.247, 0.113], [-0.251, -0.127, -0.149], [0.576, -0.351, 0.568], [0.362, 0.046, 0.029], [-0.374, -0.268, 0.319]]}

=====

# 4
{"formula": "C12H26N6O5SV", "method": "ωB97M-V with the def2-TZVPD basis set", "relative_energy_kcal_mol": 10.32, "spin_multiplicity": 4, "charge": 0, "molar_mass_da": 417.39, "lumo_energy_ha": [0.01367, 0.01319], "gap_ev": [7.2852, 9.2358], "largest_force_ha_per_bohr": 0.0255, "symbols": ["V", "N", "C", "C", "N", "C", "C", "N", "H", "H", "H", "H", "H", "H", "H", "H", "H", "H", "H", "H", "H", "C", "C", "C", "O", "C", "O", "O", "H", "H", "H", "H", "H", "H", "H", "N", "N", "C", "O", "O", "H", "H", "H", "S", "C", "C", "N", "C", "H", "H", "H"], "positions_angstrom": [[-0.978, -0.121, 0.657], [-0.665, 2.059, 1.002], [-0.934, 2.776, -0.270], [-2.125, 2.131, -0.952], [-1.853, 0.705, -1.288], [-1.432, 0.491, -2.692], [0.063, 0.321, -2.877], [0.485, -0.967, -2.333], [-1.372, 2.301, 1.690], [0.236, 2.342, 1.371], [-0.041, 2.692, -0.888], [-1.127, 3.838, -0.118], [-2.398, 2.699, -1.843], [-2.973, 2.147, -0.269], [-2.726, 0.206, -1.150], [-1.789, 1.319, -3.309], [-1.919, -0.415, -3.060], [0.601, 1.113, -2.356], [0.282, 0.441, -3.944], [1.479, -1.005, -2.154], [0.257, -1.721, -2.968], [4.153, 0.179, -0.855], [3.151, 0.470, 0.251], [3.853, 0.953, 1.511], [2.238, 1.490, -0.183], [2.365, -0.810, 0.592], [2.991, -1.841, 0.809], [1.085, -0.689, 0.649], [4.809, 1.040, -1.004], [3.634, -0.015, -1.798], [4.750, -0.694, -0.596], [4.416, 1.864, 1.298], [4.535, 0.185, 1.878], [3.122, 1.174, 2.294], [1.382, 1.040, -0.124], [-0.747, -0.501, 2.767], [-1.865, 0.120, 3.391], [-3.063, 0.192, 2.617], [-4.110, 0.287, 3.228], [-2.882, 0.195, 1.330], [-0.721, -1.499, 2.946], [0.115, -0.104, 3.118], [-2.056, -0.174, 4.336], [-2.803, -4.186, -0.269], [-1.100, -4.287, -0.396], [-0.542, -3.091, -0.104], [-1.457, -2.092, 0.219], [-2.682, -2.555, 0.173], [-0.604, -5.206, -0.663], [0.509, -2.848, -0.083], [-3.545, -1.949, 0.419]], "atomic_forces_ev_per_a": [[0.833, 0.579, -0.222], [0.057, 0.238, -0.313], [0.016, -0.233, 0.206], [0.108, -0.269, 0.035], [-0.130, 0.254, -0.060], [-0.045, -0.021, 0.168], [0.114, -0.124, 0.079], [-0.113, 0.087, -0.080], [-0.015, -0.001, 0.050], [0.071, 0.014, 0.003], [0.068, 0.010, -0.049], [-0.029, 0.090, 0.059], [-0.007, 0.025, -0.089], [-0.029, -0.001, 0.032], [-0.048, 0.054, -0.003], [-0.018, 0.035, -0.065], [-0.036, -0.022, 0.030], [0.045, -0.008, 0.028], [0.044, 0.015, -0.053], [0.018, 0.046, 0.026], [0.010, -0.017, -0.040], [0.076, 0.101, -0.113], [-0.074, 0.201, -0.080], [0.085, -0.017, 0.120], [0.103, -0.032, -0.037], [-0.345, -0.183, 0.133], [-0.066, -0.048, -0.025], [0.127, 0.302, -0.089], [-0.053, -0.043, -0.011], [0.014, -0.015, 0.047], [0.001, 0.032, 0.007], [-0.035, -0.022, -0.002], [-0.009, 0.031, -0.009], [0.022, -0.013, -0.039], [-0.113, -0.077, 0.056], [-0.337, 0.001, 0.338], [0.167, -0.011, -0.117], [0.036, 0.002, -0.553], [-0.042, 0.026, -0.062], [-0.345, -0.009, 0.689], [0.023, -0.103, 0.024], [0.075, 0.081, 0.020], [-0.003, -0.057, 0.092], [-0.142, -0.180, -0.038], [0.020, -0.050, -0.011], [-0.153, 0.363, 0.117], [-0.091, -1.281, -0.269], [0.096, 0.152, 0.047], [-0.021, 0.072, 0.017], [-0.010, 0.020, 0.015], [0.076, 0.005, -0.009]]}